[1]
# C21H41BrN2O6S

A 3-piece molecular cluster, C21H41BrN2O6S overall (ωB97M-V with the def2-TZVPD basis set, the OMol25 dataset).

The geometry in XYZ format:
```
72
Properties=species:S:1:pos:R:3:forces:R:3:mulliken_charge:R:1
C -0.2696 5.0251 -4.2222 0.0 -0.1 0.0 -1.28
C 0.1700 4.6622 -2.8185 0.1 0.2 0.1 -0.30
O -0.9553 4.3060 -2.0092 -0.1 0.0 -0.1 -0.45
C -1.0776 3.0121 -1.5368 -0.1 0.1 0.0 0.31
S -0.5695 1.7317 -2.7723 0.0 0.0 0.2 -0.31
O -2.4839 2.8748 -1.2596 0.4 -0.2 -0.4 -0.43
C -2.6875 2.1291 -0.1484 0.0 0.1 0.1 0.05
O -3.7785 1.8310 0.2181 -0.2 -0.1 0.1 -0.56
C -1.3495 1.7706 0.4991 0.1 -0.3 0.3 1.16
O -1.1909 0.4110 0.1915 0.2 0.1 -0.5 -0.18
C -0.1198 -0.3313 0.7735 -0.1 -0.2 0.3 -0.96
C 0.4914 -1.2435 -0.2912 -0.4 0.0 -0.1 0.58
C -0.6128 -2.1837 -0.8047 0.2 0.0 -0.1 -1.50
C 1.7008 -2.0462 0.2106 0.0 0.0 0.1 0.96
C 2.3926 -2.7782 -0.9596 0.0 0.0 -0.1 -1.46
C 2.7113 -1.1817 0.9710 0.1 -0.1 -0.1 -1.72
C -0.4555 2.8281 -0.1469 -0.2 0.3 0.3 0.04
C 1.0502 2.8340 0.0468 0.1 0.0 -0.1 -0.55
C 1.4364 3.2044 1.4860 -0.1 -0.2 -0.1 0.37
C 2.8765 2.8917 1.8444 0.0 0.1 -0.1 -1.19
Br 1.1164 5.1295 1.7200 0.0 0.1 0.0 -0.15
H -0.7634 4.1833 -4.7122 0.1 0.0 0.1 0.25
H 0.6057 5.3040 -4.8168 -0.1 0.0 0.0 0.40
H -0.9665 5.8645 -4.1918 0.1 0.0 0.0 0.33
H 0.6313 5.5280 -2.3317 0.0 -0.1 0.0 0.40
H 0.9148 3.8612 -2.8311 -0.1 0.0 0.0 0.37
H -1.8292 1.4610 -3.1250 -0.1 0.0 -0.1 0.17
H -1.4082 1.9104 1.5867 0.0 0.1 -0.2 -0.70
H 0.6089 0.3330 1.2498 0.0 0.0 -0.1 0.28
H -0.5652 -0.9625 1.5575 0.2 0.1 0.1 0.33
H 0.8063 -0.6128 -1.1340 0.1 0.1 0.1 0.13
H -0.8019 -2.9840 -0.0815 0.0 0.1 0.0 0.35
H -1.5372 -1.6339 -0.9857 0.1 0.0 0.0 0.33
H -0.3210 -2.6717 -1.7382 0.0 0.0 0.1 0.35
H 1.3160 -2.8015 0.9065 0.0 0.0 0.0 0.32
H 3.3890 -2.3622 -1.1409 -0.1 0.0 0.0 0.45
H 2.4991 -3.8465 -0.7653 0.0 0.1 0.0 0.23
H 1.8280 -2.6866 -1.8902 0.0 0.0 0.1 0.35
H 2.9308 -0.2762 0.3951 0.0 0.0 0.1 0.30
H 2.3622 -0.8980 1.9669 0.0 0.0 -0.1 0.35
H 3.6569 -1.7183 1.0891 -0.1 0.0 0.1 0.54
H -0.8088 3.7550 0.3343 0.1 -0.1 0.0 0.24
H 1.4744 3.6085 -0.5998 0.1 -0.1 0.0 0.50
H 1.5236 1.8859 -0.2362 -0.1 0.0 0.1 0.06
H 0.7519 2.7506 2.2052 0.1 0.0 0.0 0.14
H 3.1840 3.4275 2.7430 -0.1 -0.1 -0.1 0.43
H 3.5462 3.1765 1.0277 0.0 0.0 0.1 0.33
H 2.9811 1.8229 2.0391 0.0 0.0 -0.1 0.19
C 0.2017 -7.7895 -4.2887 0.0 0.1 0.0 -0.86
N 0.1262 -6.6607 -3.3847 0.0 0.0 -0.1 -0.15
C 0.6909 -6.5259 -2.1551 0.0 0.0 0.0 0.78
C 1.5096 -7.6856 -1.6347 0.0 0.0 0.0 -1.38
O 0.5373 -5.5049 -1.5068 0.0 0.0 0.0 -0.55
H 0.6582 -7.5015 -5.2371 0.0 0.0 0.0 0.28
H -0.7910 -8.1941 -4.4931 0.0 0.0 0.0 0.29
H 0.8040 -8.5778 -3.8493 0.0 0.0 0.0 0.32
H -0.4081 -5.8558 -3.6724 0.0 0.0 0.0 0.23
H 1.8829 -7.4153 -0.6520 0.0 0.0 0.0 0.28
H 0.9035 -8.5883 -1.5506 0.0 0.0 0.0 0.39
H 2.3532 -7.8976 -2.2925 0.0 0.0 0.0 0.39
C -3.7651 2.1608 3.6073 0.0 -0.1 0.0 -0.84
N -2.4305 1.7468 3.9976 0.0 0.0 -0.1 -0.10
C -1.7269 2.0453 5.1200 0.0 0.1 0.0 0.96
C -2.3970 2.9362 6.1403 0.0 0.0 0.0 -1.40
O -0.5976 1.6112 5.2808 0.0 0.0 0.0 -0.66
H -4.4014 1.2906 3.4438 0.0 0.0 0.0 0.28
H -3.7425 2.7305 2.6784 0.0 0.0 0.0 0.22
H -4.2164 2.7761 4.3794 0.0 0.0 0.0 0.41
H -1.9289 1.1386 3.3696 -0.1 -0.1 0.1 0.25
H -1.7058 3.0781 6.9650 0.0 0.0 0.0 0.33
H -2.6455 3.9062 5.7084 0.0 0.0 0.0 0.33
H -3.3150 2.4818 6.5144 0.0 0.0 0.0 0.38
```
Forces are in eV/Å.

Calculated total energy in eV: -118585.6843
Maximum force in eV/Å: 0.6
Multiplicity: 1
E_LUMO in eV: 0.583
SMILES: CCO[C@]1(S)OC(=O)[C@@H](OC[C@H](C)C(C)C)[C@H]1C[C@@H](C)Br.CNC(C)=O.CNC(C)=O
Kohn-Sham gap in hartree: 0.3657

***

[2]
# C27H50BrN3O3P2

A 2-piece molecular cluster, C27H50BrN3O3P2 overall (ωB97M-V with the def2-TZVPD basis set, the OMol25 dataset).

The geometry in XYZ format:
```
86
Properties=species:S:1:pos:R:3:forces:R:3:mulliken_charge:R:1
C 5.3156 2.0684 4.5739 -0.6 0.1 0.4 -0.02
C 5.2871 2.1417 3.3802 0.1 0.3 -0.6 -0.52
C 5.1993 2.3791 1.9374 -0.4 -0.9 0.0 -0.55
P 6.8009 1.9860 1.0780 1.3 1.1 0.2 -0.03
Br 6.2044 1.8108 -1.0939 -0.2 -0.3 0.5 -0.25
C 7.2720 0.2847 1.5930 -1.0 -0.5 -0.3 -0.76
C 6.1524 -0.7943 1.4523 0.5 1.4 0.6 -0.51
O 5.6816 -1.0698 2.7618 0.3 -0.8 -0.4 -0.24
C 5.3203 -2.4372 2.9483 0.1 0.5 0.3 -0.58
C 5.2550 -2.6826 4.4633 0.5 -0.7 -0.2 -0.65
O 3.9794 -3.0744 4.9483 0.0 0.5 -0.3 -0.52
C 2.9637 -2.2007 4.6348 -0.7 0.0 0.0 0.36
C 3.0960 -0.8297 4.4956 0.2 -0.2 0.0 -0.08
C 1.9848 -0.0553 4.1482 0.4 0.1 0.0 -0.41
C 0.7217 -0.5943 3.9683 -0.5 -0.2 -0.1 -0.44
C -0.5406 0.2384 3.6015 1.3 -0.3 0.9 3.44
C -0.1840 1.7332 3.7353 -0.9 0.1 0.0 -2.38
C -1.5838 -0.0901 4.6961 0.0 -0.8 -0.5 -1.91
C -0.9313 -0.1999 2.1689 -0.6 0.9 0.1 -2.17
C -2.3789 0.0754 1.6918 0.0 -0.3 -1.3 3.02
C -3.3972 -0.9915 2.1707 0.1 0.9 0.9 -1.70
C -2.3441 -0.0847 0.1412 -0.3 -0.5 0.5 -2.28
C -2.8894 1.5080 1.9503 0.2 -0.4 -0.4 -1.81
C 0.5916 -1.9832 4.1452 0.6 0.1 0.1 -0.53
C 1.6954 -2.7559 4.4534 0.0 -0.4 0.2 -0.94
H 5.0314 2.0845 5.6024 0.5 -0.2 0.0 0.47
H 4.3687 1.7950 1.5216 0.1 0.0 0.1 0.32
H 4.9481 3.4327 1.7933 0.3 -0.1 -0.2 0.45
H 8.1736 0.0062 1.0415 -0.1 0.2 -0.1 0.45
H 7.5643 0.3666 2.6465 -0.1 0.0 -0.1 0.45
H 5.3342 -0.3174 0.9001 0.0 -0.6 -0.4 0.30
H 6.5689 -1.6674 0.9432 -0.4 -0.1 0.1 0.39
H 4.3715 -2.6659 2.4451 0.0 0.0 0.2 0.32
H 6.1009 -3.0721 2.5094 -0.1 0.0 0.0 0.51
H 5.9216 -3.5226 4.6818 -0.3 0.0 0.2 0.37
H 5.6870 -1.8284 4.9970 -0.3 0.1 -0.1 0.34
H 4.0645 -0.3639 4.6325 -0.1 0.1 -0.1 -0.08
H 2.1742 1.0057 4.0266 -0.2 -0.1 0.0 0.43
H 0.4105 1.9210 4.6321 0.0 -0.1 -0.1 0.62
H -1.1151 2.2874 3.8951 0.2 0.1 -0.2 0.46
H 0.3057 2.1575 2.8544 0.1 -0.1 0.1 0.28
H -1.9511 -1.1048 4.5095 -0.2 0.2 0.2 0.35
H -2.4421 0.5835 4.6997 0.1 0.0 0.0 0.38
H -1.1182 -0.1357 5.6844 0.0 0.4 -0.1 0.42
H -0.7149 -1.2574 1.9880 -0.1 0.1 0.3 0.61
H -0.2706 0.3546 1.4871 0.0 -0.1 0.1 0.37
H -4.1810 -1.1627 1.4298 0.2 -0.2 0.0 0.42
H -2.8877 -1.9137 2.4610 -0.2 -0.1 -0.3 0.29
H -3.9031 -0.6222 3.0723 0.0 -0.2 -0.1 0.35
H -1.5879 0.5420 -0.3354 -0.2 0.0 -0.1 0.38
H -3.3487 0.1329 -0.2341 0.3 0.2 -0.2 0.53
H -2.1720 -1.1357 -0.1252 0.3 0.2 0.0 0.42
H -3.6618 1.7100 1.2003 -0.2 0.0 0.4 0.47
H -2.1029 2.2394 1.7408 0.0 0.0 0.3 0.29
H -3.3006 1.6241 2.9543 0.1 0.2 -0.1 0.35
H -0.3564 -2.5020 4.0470 0.0 0.2 -0.1 0.31
H 1.5847 -3.8286 4.5920 0.0 0.1 -0.1 0.41
C -2.3653 -1.5155 -6.5154 -0.4 0.1 -0.4 -0.85
N -2.6696 -1.1115 -5.1601 0.0 -0.2 0.4 0.10
C -3.1270 -2.2680 -4.3950 0.0 0.1 0.4 -1.04
P -3.4451 0.3578 -4.7185 5.9 0.6 -3.2 0.86
O -2.8717 0.5138 -3.3306 -3.5 -0.5 0.9 -0.79
N -2.6094 1.7196 -5.4231 0.2 0.1 -0.6 0.18
C -1.2204 1.5654 -5.8313 0.1 -0.3 -0.1 -1.09
C -2.7491 2.9317 -4.6212 -0.3 -0.1 0.1 -1.20
N -4.5835 0.3046 -6.0859 -2.1 0.2 2.2 0.01
C -4.5580 1.2615 -7.1848 0.3 0.4 -0.1 -0.88
C -5.9759 0.1782 -5.5986 0.1 -0.5 0.0 -1.10
H -3.2417 -1.9004 -7.0556 0.0 0.0 0.0 0.30
H -1.6131 -2.3080 -6.4953 0.0 0.0 0.2 0.36
H -1.9363 -0.7101 -7.1062 -0.1 0.1 0.1 0.19
H -4.1056 -2.6255 -4.7491 0.1 -0.1 -0.1 0.34
H -3.2194 -2.0210 -3.3368 0.0 0.1 0.0 0.23
H -2.4105 -3.0882 -4.4696 0.0 0.0 -0.1 0.36
H -0.6086 1.0552 -5.0775 0.1 0.0 0.0 0.29
H -0.7744 2.5414 -6.0309 -0.1 0.1 0.2 0.41
H -1.1437 1.0225 -6.7750 0.0 -0.1 0.1 0.25
H -2.0725 2.9435 -3.7603 -0.1 0.0 0.1 0.34
H -3.7698 3.0292 -4.2410 0.0 0.0 0.0 0.37
H -2.5476 3.8133 -5.2351 0.0 -0.1 -0.1 0.38
H -4.7570 2.2887 -6.8691 0.0 0.0 -0.1 0.28
H -5.3245 0.9763 -7.9125 -0.1 -0.2 0.2 0.40
H -3.6098 1.2294 -7.7149 0.1 0.1 0.2 0.24
H -6.3301 1.1051 -5.1357 -0.1 0.0 -0.1 0.35
H -6.0413 -0.6218 -4.8542 0.0 0.1 0.0 0.36
H -6.6506 -0.0868 -6.4137 0.1 0.0 0.0 0.36
```
Forces are in eV/Å.

Calculated total energy in eV: -128039.2317
Maximum force in eV/Å: 6.7
Multiplicity: 1
E_LUMO in eV: 0.003
SMILES: C#CCP(Br)CCOCCOc1ccc(C(C)(C)CC(C)(C)C)cc1.CN(C)P(=O)(N(C)C)N(C)C
Kohn-Sham gap in hartree: 0.3022
Relative energy (zero: lowest compared OMol25 entry of this formula, charge and spin) in kJ/mol: 138.2